ORCA calculation (ωB97M-V/def2-TZVPD) on a molecular structure, C22H38O3P2STi.

Cartesian coordinates (Å):
P1 -1.4315 0.2135 -2.2262
P2 -0.6117 -2.3598 1.2702
C1 -0.9722 -1.4483 -1.4840
C2 -1.6499 -1.8498 -0.1412
H1 0.1370 -1.3941 -1.3654
H2 -1.2665 -2.2497 -2.2527
H3 -2.2904 -1.0425 0.2596
H4 -2.3004 -2.7293 -0.2987
C3 0.6120 -3.5954 0.7768
H5 1.2386 -3.8521 1.6447
H6 1.2890 -3.2242 -0.0172
H7 0.1126 -4.5025 0.4085
C4 -1.5066 -2.8206 2.7222
H8 -1.6088 -3.9131 2.7358
H9 -2.5113 -2.3777 2.6890
H10 -1.0019 -2.4904 3.6370
C5 -0.6404 0.3463 -3.8601
H11 -0.6293 1.4132 -4.1413
H12 -1.2092 -0.2081 -4.6245
H13 0.3946 -0.0283 -3.8543
C6 -3.1874 0.3319 -2.6073
H14 -3.7989 -0.2321 -1.8944
H15 -3.3820 -0.0558 -3.6183
H16 -3.4869 1.3877 -2.5831
Ti1 0.2939 -3.3632 -2.9727
C7 -0.4342 -5.1393 -2.2905
C8 0.9928 -5.1042 -2.4523
C9 1.7346 -5.3055 -3.7466
C10 1.1618 -4.6419 -5.0364
C11 0.3695 -3.3739 -4.9373
C12 -0.9863 -3.2544 -4.4812
C13 -1.9531 -4.3605 -4.2398
C14 -1.4577 -5.5115 -3.3311
C15 -0.7433 1.4901 -1.1724
H17 -0.8019 -5.3119 -1.2813
H18 1.6187 -5.0747 -1.5517
H19 1.8286 -6.3888 -3.9543
H20 2.7628 -4.9297 -3.6190
H21 2.0421 -4.3685 -5.6524
H22 0.6098 -5.3878 -5.6367
H23 0.7670 -2.5285 -5.4842
H24 -1.4429 -2.2796 -4.6086
H25 -2.3050 -4.8039 -5.1889
H26 -2.8581 -3.9293 -3.7788
H27 -2.3572 -5.8827 -2.8087
H28 -1.1217 -6.3735 -3.9330
H29 -1.1171 1.3983 -0.1432
H30 -1.0130 2.4852 -1.5601
H31 0.3564 1.4105 -1.1551
C16 1.5189 4.3968 4.5614
C17 1.4959 3.0734 3.8581
C18 1.5793 3.0510 2.4653
C19 1.7035 1.8483 1.7830
C20 1.7472 0.6670 2.5245
C21 1.5397 0.6540 3.9013
C22 1.4243 1.8670 4.5645
S1 1.9047 -0.8587 1.6672
O1 2.3343 -0.6641 0.3009
O2 2.4121 -1.9252 2.4848
O3 0.2110 -1.0132 1.6110
H32 2.4397 4.9417 4.3123
H33 0.6738 5.0229 4.2457
H34 1.4795 4.2572 5.6459
H35 1.5808 3.9826 1.9013
H36 1.7637 1.8115 0.6995
H37 1.4694 -0.2968 4.4347
H38 1.3047 1.8889 5.6498

Atomic forces in eV per Å
P 1.16 -1.90 -0.48
P 2.18 1.11 -1.25
C -0.23 0.32 0.22
C -0.99 -0.31 0.17
H -0.08 -0.05 -0.38
H -0.23 0.33 0.19
H 0.16 -0.24 -0.01
H -0.05 0.32 -0.28
C -0.28 -0.45 0.12
H -0.26 0.20 -0.16
H -0.44 0.10 0.24
H 0.06 0.26 0.03
C -0.96 -0.53 0.02
H -0.06 0.21 0.11
H 0.22 -0.09 0.09
H 0.17 0.06 -0.33
C 0.10 0.22 -0.07
H -0.02 -0.28 0.12
H 0.23 0.12 0.46
H -0.30 0.03 0.17
C -0.46 0.27 0.30
H 0.13 0.17 -0.07
H 0.25 0.01 0.38
H 0.00 -0.21 0.02
Ti 3.67 4.06 2.57
C -2.28 -0.06 1.06
C 1.29 -0.46 0.56
C 0.40 -1.08 -0.11
C 0.22 -0.55 -1.58
C 0.86 0.84 -0.85
C -2.23 0.18 0.55
C -0.92 -0.76 -0.99
C -0.52 -1.04 -0.20
C -0.28 0.51 0.23
H 0.19 -0.33 0.08
H -0.18 -0.38 -0.19
H 0.18 0.27 -0.21
H -0.25 -0.11 0.09
H -0.37 -0.36 0.24
H 0.19 -0.02 0.31
H 0.03 0.06 -0.27
H -0.19 0.16 -0.59
H -0.18 -0.24 -0.05
H 0.25 -0.02 -0.03
H 0.25 -0.05 -0.12
H -0.01 0.23 -0.12
H 0.16 0.01 -0.23
H 0.05 -0.30 0.12
H -0.39 -0.22 -0.05
C -0.03 0.07 0.01
C 0.01 0.41 0.59
C 0.12 -0.84 -0.96
C -0.29 1.44 -0.26
C 1.28 -2.76 -1.82
C -0.41 0.07 1.61
C 0.08 -0.46 -0.21
S 2.15 5.00 1.95
O -0.70 -0.75 -0.03
O -0.68 -0.67 -0.24
O -2.03 -1.91 -0.56
H -0.16 0.00 0.16
H 0.10 0.02 0.17
H -0.03 0.15 -0.13
H 0.00 -0.10 0.11
H 0.17 0.08 0.16
H 0.15 0.34 -0.09
H 0.02 -0.05 -0.27

The expectation value of S² is 2.032. For the energy relative to the best compared isomer or geometry (same formula, charge and spin), the calculation gives 3.019 eV. For the HOMO-LUMO gap (alpha / beta), the calculation gives 3.3 / 4.1 eV. The value obtained for the LUMO energy (alpha / beta) is -0.3980 / -0.4640 eV. The largest force on an atom comes out at 6.0 eV Å⁻¹. The multiplicity is 3. As for the highest occupied orbital energy (alpha / beta): -0.135 / -0.166 hartree.

---

ORCA calculation (ωB97M-V/def2-TZVPD) on a molecular structure, C22H39ClN4PmS2Si4.

Cartesian coordinates (Å):
Pm1 0.5009 0.6176 0.5760
N1 -3.0450 2.4299 0.1848
C1 -2.2807 2.4688 -0.9245
N2 -1.1976 1.7512 -1.0942
C2 -0.6271 2.0096 -2.3308
C3 -1.2900 2.9409 -3.0706
S1 -2.6793 3.5267 -2.2501
C4 0.5571 1.2982 -2.7857
C5 1.0564 1.3910 -4.0499
S2 2.4456 0.3959 -4.2529
C6 2.2675 -0.1020 -2.5920
N3 1.2563 0.4342 -1.9579
N4 3.1100 -1.0056 -2.0563
H1 -2.9540 1.6688 0.8429
H2 -3.8934 2.9701 0.2077
H3 -1.0384 3.3228 -4.0362
H4 0.6884 1.9754 -4.8657
H5 3.9147 -1.2908 -2.5905
H6 3.1399 -1.1437 -1.0550
Cl1 -0.4704 6.3423 -2.7948
C7 0.3554 5.2388 -1.7347
C8 -0.1301 5.0090 -0.4553
C9 0.4903 4.0848 0.3596
C10 1.6373 3.3784 -0.0617
C11 2.2851 2.3823 0.8012
C12 2.1208 3.6715 -1.3500
C13 1.4865 4.5716 -2.1767
H7 -0.9992 5.5448 -0.1042
H8 0.0975 3.9323 1.3679
H9 2.3332 2.7419 1.8395
H10 3.3080 2.1842 0.4536
H11 3.0242 3.1859 -1.6916
H12 1.8625 4.7604 -3.1683
C14 1.7818 -1.3019 5.9068
Si1 1.4572 -0.5428 4.1883
C15 3.1582 -0.3254 3.3167
C16 0.7699 1.2388 4.4187
Si2 -0.0313 -1.5389 2.5554
Si3 -2.2928 -1.5227 3.2959
C17 -2.7836 -2.3947 4.9150
C18 -2.7230 0.3503 3.4463
C19 -3.3754 -2.2019 1.8720
Si4 0.8055 -3.6845 1.9708
C20 2.4591 -3.2292 1.1016
C21 -0.3323 -4.4883 0.6612
C22 1.1685 -4.9528 3.3466
H13 2.4562 -0.6849 6.4956
H14 2.2320 -2.2860 5.8216
H15 0.8622 -1.4132 6.4719
H16 3.7232 0.5023 3.7318
H17 3.0426 -0.1354 2.2408
H18 3.7693 -1.2126 3.4326
H19 1.4966 1.9068 4.8688
H20 -0.1029 1.2329 5.0640
H21 0.4712 1.6797 3.4555
H22 -2.2303 -2.0047 5.7631
H23 -2.5855 -3.4599 4.8577
H24 -3.8419 -2.2717 5.1291
H25 -2.4891 0.7230 4.4375
H26 -3.7761 0.5488 3.2740
H27 -2.1375 0.9462 2.7322
H28 -3.2573 -3.2760 1.7824
H29 -3.1019 -1.7659 0.9124
H30 -4.4315 -2.0093 2.0342
H31 2.3213 -2.3133 0.5127
H32 2.8188 -4.0074 0.4369
H33 3.2388 -3.0375 1.8308
H34 -0.5853 -3.7868 -0.1315
H35 -1.2625 -4.8219 1.1114
H36 0.1305 -5.3560 0.1983
H37 1.8864 -4.5656 4.0629
H38 1.5757 -5.8751 2.9391
H39 0.2667 -5.2094 3.8937

Atomic forces in eV per Å
Pm 0.38 1.24 -0.89
N 0.00 0.07 0.23
C -0.30 0.18 -0.27
N 0.26 -0.52 0.54
C -0.61 0.66 -0.61
C 0.22 -0.49 0.40
S 0.21 -0.52 0.42
C 0.32 0.03 -1.14
C -0.16 -0.10 0.63
S -0.20 -0.03 0.65
C 0.36 -0.19 -0.42
N -0.31 -0.02 0.97
N 0.14 -0.01 0.12
H -0.14 0.11 -0.12
H 0.01 -0.12 0.13
H 0.10 0.12 -0.26
H -0.13 0.13 -0.21
H -0.02 -0.04 0.19
H 0.06 -0.06 -0.26
Cl 0.07 -0.06 0.08
C -0.04 0.01 0.22
C -0.23 0.19 -0.32
C 0.38 -0.48 0.17
C -0.21 0.48 -0.07
C -0.03 -0.66 0.29
C -0.13 -0.17 0.31
C -0.05 0.15 -0.04
H -0.06 0.09 0.00
H 0.12 0.03 -0.10
H -0.01 -0.20 -0.11
H -0.21 -0.15 0.17
H 0.08 -0.09 -0.06
H 0.10 0.08 -0.16
C -0.26 0.14 -0.61
Si 0.10 0.33 -0.19
C -0.67 -0.08 0.04
C 0.15 -0.58 -0.18
Si 0.14 -0.33 0.61
Si -0.28 0.26 -0.24
C 0.28 0.28 -0.51
C 0.20 -0.51 -0.12
C 0.42 0.18 0.43
Si 0.13 -0.09 -0.37
C -0.43 -0.07 0.18
C 0.32 0.31 0.44
C -0.15 0.51 -0.39
H 0.11 0.20 -0.03
H 0.07 -0.19 -0.08
H -0.21 -0.02 0.08
H 0.05 0.25 0.13
H 0.09 0.00 0.05
H 0.10 -0.29 -0.07
H 0.23 0.12 0.05
H -0.25 0.00 0.02
H -0.02 0.06 0.09
H 0.15 0.10 0.14
H 0.07 -0.22 -0.05
H -0.20 0.09 -0.07
H 0.13 0.14 0.18
H -0.27 -0.02 -0.07
H 0.00 0.01 0.06
H 0.07 -0.26 -0.05
H 0.08 0.08 -0.12
H -0.20 0.09 0.13
H -0.02 -0.05 0.00
H 0.03 -0.21 -0.17
H 0.15 0.11 0.17
H -0.02 0.13 -0.08
H -0.19 -0.03 0.10
H 0.17 -0.14 -0.01
H 0.13 0.13 0.12
H 0.06 -0.09 -0.17
H -0.20 -0.01 0.08

The expectation value of S² is 6.011. For the energy relative to the best compared isomer or geometry (same formula, charge and spin), the calculation gives 0.218 eV. For the HOMO-LUMO gap (alpha / beta), the calculation gives 6.7 / 6.8 eV. The value obtained for the LUMO energy (alpha / beta) is -3.3981 / -3.1696 eV. Its total charge is +1. The largest force on an atom comes out at 1.6 eV Å⁻¹. The multiplicity is 5. As for the highest occupied orbital energy (alpha / beta): -0.370 / -0.366 hartree.

---

ORCA calculation (ωB97M-V/def2-TZVPD) on 3 unconnected molecules or ions with the total composition C22H39F4N3O2PS.

Cartesian coordinates (Å):
C1 0.8703 -1.0215 6.4026
C2 1.2493 -0.9522 5.0244
O1 0.7199 -0.0432 4.0352
C3 0.8174 1.3224 4.4571
O2 1.7285 2.1166 4.1256
C4 -0.3825 1.8594 5.3957
C5 -0.2152 2.9112 6.5271
C6 -1.4833 3.2644 7.3595
N1 -2.7987 2.6557 7.1360
P1 -4.0935 3.1713 8.2480
S1 -3.4147 2.8247 10.0659
C7 -3.0205 1.6842 6.0614
C8 -4.4333 1.0117 5.7491
F1 -5.5327 1.9226 5.7372
F2 -4.3434 0.5117 4.3939
C9 -4.7202 -0.3191 6.6594
F3 -6.1366 -0.4259 6.8426
F4 -4.3509 -1.4667 5.8657
C10 -1.8139 1.2440 5.1536
H1 0.9803 -0.0528 7.0314
H2 0.4109 -1.9186 6.9321
H3 2.0581 -1.6928 4.6569
H4 0.7980 3.3991 6.7455
H5 -1.3678 4.0233 8.2159
H6 -5.3024 2.4143 8.1344
H7 -4.2531 4.5892 8.1543
H8 -4.1310 -0.3289 7.6374
H9 -1.8973 0.4693 4.3203
C11 -1.0473 -2.9330 -1.5876
C12 -0.4100 -2.0802 -0.4969
N2 0.8967 -1.5319 -0.8477
C13 1.5801 -0.9138 0.2877
C14 0.9474 0.3299 0.9100
C15 0.9615 -0.7717 -2.0936
C16 0.0626 0.4584 -2.2156
H10 -0.4028 -3.7747 -1.8568
H11 -1.9979 -3.3383 -1.2298
H12 -1.2626 -2.3547 -2.4892
H13 -0.2972 -2.7206 0.3846
H14 -1.1189 -1.2891 -0.2203
H15 2.6110 -0.6770 0.0019
H16 1.6776 -1.6727 1.0742
H17 1.1170 1.2182 0.3006
H18 1.4032 0.5262 1.8836
H19 -0.1269 0.2169 1.0720
H20 0.7289 -1.4478 -2.9229
H21 1.9984 -0.4710 -2.2810
H22 -0.9404 0.2899 -1.8190
H23 -0.0458 0.7320 -3.2709
H24 0.4957 1.3242 -1.7119
C17 0.7913 -2.5466 -7.8907
C18 1.4268 -1.6889 -6.8028
N3 2.7335 -1.1409 -7.1545
C19 3.4152 -0.5177 -6.0204
C20 2.7803 0.7278 -5.4039
C21 2.7990 -0.3856 -8.4032
C22 1.8992 0.8433 -8.5320
H25 1.4367 -3.3889 -8.1560
H26 -0.1593 -2.9513 -7.5320
H27 0.5762 -1.9721 -8.7947
H28 1.5395 -2.3257 -5.9186
H29 0.7172 -0.8974 -6.5299
H30 4.4464 -0.2810 -6.3058
H31 3.5125 -1.2732 -5.2310
H32 2.9496 1.6140 -6.0163
H33 3.2349 0.9289 -4.4284
H34 1.7063 0.6142 -5.2430
H35 2.5680 -1.0656 -9.2297
H36 3.8360 -0.0853 -8.5902
H37 0.8958 0.6757 -8.1360
H38 1.7921 1.1121 -9.5887
H39 2.3308 1.7115 -8.0314

Atomic forces in eV per Å
C 0.37 1.98 -1.69
C -0.40 -2.23 2.52
O 1.86 2.43 2.47
C 2.15 2.63 -0.51
O -3.99 -3.64 1.45
C -3.16 0.27 1.87
C -3.68 -1.82 -0.96
C 1.51 -1.63 -2.20
N 2.55 -0.91 -3.32
P 0.56 0.05 4.40
S -0.39 0.16 -1.21
C 3.83 0.39 -1.54
C -0.66 -0.66 -2.24
F 2.74 -1.83 0.46
F -0.08 1.55 3.06
C -1.61 -1.47 -1.36
F 3.42 0.48 -0.10
F -0.54 2.84 2.11
C 0.58 2.48 2.98
H -1.51 -1.36 -1.24
H 2.16 0.72 -0.72
H -2.39 0.82 -0.30
H -1.83 -0.76 -0.30
H -0.59 -1.45 -1.40
H 0.64 0.54 -1.16
H -0.21 -0.75 -1.10
H -1.09 -0.12 -1.22
H -0.25 1.22 1.45
C 0.06 0.00 -0.09
C 0.00 0.01 -0.19
N 0.29 0.02 0.21
C 0.03 -0.32 0.00
C 0.11 0.38 0.13
C -0.09 -0.22 -0.24
C 0.04 0.31 -0.21
H -0.02 0.14 -0.01
H 0.09 0.05 0.00
H 0.03 -0.05 0.05
H 0.20 0.17 0.04
H -0.15 0.05 0.07
H -0.14 -0.02 -0.16
H -0.13 -0.07 -0.12
H -0.12 -0.05 -0.01
H 0.04 -0.04 -0.21
H 0.00 -0.03 -0.06
H -0.05 -0.05 0.16
H -0.04 -0.09 0.25
H 0.03 -0.04 0.00
H 0.00 -0.04 0.12
H -0.13 -0.04 0.02
C 0.06 0.00 -0.09
C -0.01 0.02 -0.18
N 0.30 0.02 0.16
C 0.05 -0.30 0.06
C 0.07 0.27 0.16
C -0.11 -0.24 -0.21
C 0.04 0.32 -0.21
H -0.02 0.13 -0.01
H 0.09 0.05 0.00
H 0.03 -0.06 0.05
H 0.20 0.18 0.04
H -0.15 0.04 0.07
H -0.13 -0.03 -0.17
H -0.13 -0.06 -0.13
H -0.11 -0.04 0.03
H -0.02 -0.04 -0.05
H 0.03 -0.01 -0.04
H -0.05 -0.05 0.17
H -0.04 -0.08 0.26
H 0.04 -0.03 0.01
H 0.00 -0.05 0.11
H -0.14 -0.05 0.03

For the HOMO-LUMO gap, the calculation gives 2.8 eV. The value obtained for the LUMO energy is -6.3269 eV. Its total charge is +1. The largest force on an atom comes out at 5.6 eV Å⁻¹. As for the highest occupied orbital energy: -0.336 hartree.